A molecular structure, C3H7O2Sr in a non-equilibrium geometry, computed with ωB97M-V/def2-TZVPD.

Each line ends with the Löwdin charge.
Geometry (Å):
C -1.916 -3.003 -0.242  -0.10
O -0.633 -2.442 -0.410  -0.20
C 0.403 -3.277 -0.012  -0.24
C 1.742 -2.667 -0.297  -0.25
O 1.905 -1.557 -0.747  0.04
H -2.647 -2.232 -0.509  0.10
H -2.030 -3.884 -0.894  0.09
H -2.097 -3.312 0.801  0.09
H 0.380 -4.259 -0.528  0.14
H 0.357 -3.476 1.079  0.12
H 2.592 -3.231 0.146  0.12
H -1.103 0.512 1.679  -0.36
Sr 0.566 0.138 2.746  0.46

Force components x, y, z for each atom (eV/Å):
-0.1 -0.2 0.0
0.2 0.2 0.0
-0.3 -0.4 -0.3
0.1 1.3 0.8
0.0 -0.8 0.0
0.2 -0.2 0.0
-0.1 0.2 0.1
0.1 0.1 -0.2
-0.1 0.1 0.2
0.1 -0.1 -0.2
0.0 -0.2 -0.4
-0.8 0.2 -0.4
0.7 -0.2 0.3

As for the HOMO energy (alpha / beta): -4.88 / -7.87 eV. The charge is 0. For the total energy, the calculation gives -8150.3992 eV. For the frontier orbital gap (alpha / beta), the calculation gives 5.03 / 7.35 eV. As for the spin multiplicity: 2. Its largest force on an atom is 1.5 eV/A.